19
Properties=species:S:1:pos:R:3:forces:R:3 method="wB97M-V/def2-TZVPD" multiplicity=1 homo_energy_ev=-9.0 e_tot_ha=-310.98628 de_lowest_kcal_mol=45.80 smiles="CC(C)=CCC=O.[H][H]" e_lumo_ev=1.00
C 1.7637 1.2614 -0.4162 0.1 0.0 0.0
C 0.7368 0.1619 -0.4500 -0.1 0.0 -0.1
C 1.1844 -1.2004 0.0305 0.0 0.0 0.0
C -0.5003 0.4074 -0.8886 0.1 0.1 0.0
C -1.6589 -0.5579 -0.8106 0.0 -0.1 0.0
C -2.3114 -0.2025 0.5056 0.0 -0.2 0.2
O -2.1842 -0.8468 1.5201 -0.2 0.2 -0.4
H 1.3025 2.2445 -0.5548 0.1 -0.2 -0.1
H 2.2876 1.2622 0.5474 -0.1 0.0 -0.1
H 2.5257 1.1201 -1.1905 0.0 0.0 0.1
H 2.0424 -1.1187 0.7076 -0.2 0.0 -0.1
H 1.5006 -1.8233 -0.8170 0.0 0.1 0.1
H 0.3888 -1.7298 0.5661 0.2 0.1 -0.1
H -0.7500 1.4161 -1.2152 0.1 -0.1 0.0
H -2.3593 -0.4094 -1.6407 0.1 0.0 0.1
H -1.3503 -1.6057 -0.7921 0.0 0.2 0.0
H -2.8543 0.7703 0.5050 0.0 -0.2 0.1
H 0.4175 0.5909 2.0520 0.0 0.0 0.2
H -0.1813 0.2597 2.3412 0.1 0.0 0.1



9
Properties=species:S:1:pos:R:3:forces:R:3 method="wB97M-V/def2-TZVPD" multiplicity=1 homo_energy_ev=-9.5 e_tot_ha=-937.54570 de_lowest_kcal_mol=0.00 smiles=ISn1cncn1 e_lumo_ev=-1.08
I -0.1757 -3.4188 0.6959 0.0 0.0 0.1
S -0.4085 -1.9073 -1.1228 -0.1 0.2 0.0
N -0.0873 -0.4088 -0.4293 -0.2 0.0 -0.1
C -0.9526 0.4997 0.0986 0.1 -0.1 0.0
N -0.3049 1.5602 0.4706 -0.5 0.5 0.3
C 0.9863 1.2801 0.1545 -0.3 -0.2 0.0
N 1.1567 0.1102 -0.3882 0.9 -0.4 -0.2
H -2.0048 0.3238 0.1816 -0.3 -0.1 0.0
H 1.7908 1.9610 0.3390 0.2 0.1 0.0



44
Properties=species:S:1:pos:R:3:forces:R:3 method="wB97M-V/def2-TZVPD" multiplicity=1 homo_energy_ev=-9.3 e_tot_ha=-1975.49150 e_lumo_ev=-1.46
O -0.8677 2.0398 0.8249 -0.2 0.0 -0.6
N -1.4242 2.0472 -0.1909 0.7 -0.4 0.9
O -2.5406 2.9738 -0.1162 -0.3 0.8 -0.4
C -2.1907 4.2677 -0.3755 0.8 1.2 -0.2
C -0.8640 4.6332 -0.8718 -0.3 -1.0 0.2
C -0.5238 5.9144 -1.1175 0.3 0.4 -0.2
C -1.4696 6.9561 -0.8794 -1.4 0.2 0.5
N -1.3244 8.2576 -1.0682 0.4 0.4 -0.1
S -2.6896 9.0030 -0.6430 0.2 -1.0 0.1
N -3.5659 7.7082 -0.1809 -0.1 0.5 -0.2
C -2.8141 6.6463 -0.3718 2.0 -1.1 -0.5
C -3.1145 5.2520 -0.1582 -2.0 -0.2 0.2
P -4.8006 4.7848 0.4382 -0.6 0.0 0.2
O -4.8877 4.6181 1.8806 -0.1 -0.1 0.1
O -5.8135 5.9375 -0.1111 1.3 -1.0 -0.3
O -5.2160 3.4438 -0.3977 0.6 1.3 0.1
H -0.1370 3.8427 -1.0708 -0.2 0.3 0.1
H 0.4650 6.1496 -1.5146 -0.3 0.0 0.2
H -5.4855 6.1405 -1.0036 -0.5 0.5 0.1
H -4.8219 3.5593 -1.2775 -0.3 -0.5 0.0
C 1.6724 -1.0702 0.5217 0.0 0.0 0.0
C 0.3310 -0.8183 0.2635 0.0 -0.1 0.0
C -0.3909 -1.6753 -0.5568 0.0 0.0 0.0
C 0.2260 -2.7893 -1.1115 0.0 0.0 0.0
C 1.5659 -3.0428 -0.8503 0.0 0.0 0.0
C 2.2906 -2.1810 -0.0369 0.0 0.0 0.0
H 2.2364 -0.4000 1.1590 0.0 0.0 0.0
H -0.1499 0.0439 0.7005 0.1 -0.2 0.0
H -1.4354 -1.4757 -0.7637 0.0 0.0 0.0
H -0.3383 -3.4602 -1.7476 0.0 0.0 0.0
H 2.0464 -3.9127 -1.2812 0.0 0.0 0.0
H 3.3372 -2.3763 0.1624 0.0 0.0 0.0
C 4.2808 -5.8923 1.7958 0.0 0.0 0.0
C 2.9402 -5.6405 1.5374 0.0 0.0 0.0
C 2.2179 -6.4972 0.7167 0.0 0.0 0.0
C 2.8348 -7.6109 0.1624 0.0 0.0 0.0
C 4.1749 -7.8644 0.4237 0.0 0.0 0.0
C 4.8991 -7.0033 1.2368 0.0 0.0 0.0
H 4.8447 -5.2224 2.4332 0.0 0.0 0.0
H 2.4574 -4.7753 1.9751 0.0 0.0 0.0
H 1.1736 -6.2970 0.5100 0.0 0.0 0.0
H 2.2705 -8.2817 -0.4737 0.0 0.0 0.0
H 4.6554 -8.7340 -0.0076 0.0 0.0 0.0
H 5.9455 -7.1984 1.4363 0.0 0.0 0.0



85
Properties=species:S:1:pos:R:3:forces:R:3 method="wB97M-V/def2-TZVPD" multiplicity=1 homo_energy_ev=-8.7 e_tot_ha=-2228.49602 smiles="CCOP(=O)(CCPCCCCOC)OCC.CO.CO.CO.CO.CO.CO.CO" e_lumo_ev=0.43
C 1.3384 2.9887 -0.5330 -0.2 -0.3 0.0
C 1.6796 1.8473 0.3987 -0.2 0.6 -0.1
O 0.8175 0.7190 0.1240 0.1 0.1 0.0
P 1.3503 -0.6987 0.6207 -0.3 -0.1 0.2
O 2.5685 -0.6012 1.4452 0.3 0.2 0.2
C -0.0448 -1.4624 1.4424 0.1 -0.2 -0.1
C -0.2477 -2.9485 1.1189 -0.2 0.1 0.0
P -1.0878 -3.3474 -0.5014 0.4 -0.3 -0.5
C -1.6697 -1.7518 -1.2154 -0.3 -0.2 0.0
C -2.8719 -2.0059 -2.1286 0.2 0.0 -0.1
C -3.1690 -0.8286 -3.0506 0.0 0.2 0.0
C -3.5482 0.4631 -2.3202 0.2 0.0 0.0
O -4.1069 0.1544 -1.0623 -0.3 -0.2 0.0
C -4.7305 1.2421 -0.4288 0.0 0.2 0.2
O 1.5138 -1.5684 -0.6873 0.1 0.1 -0.3
C 2.5637 -1.1944 -1.6200 -0.1 -0.3 -0.1
C 2.0041 -0.4511 -2.8226 0.1 0.2 0.2
H 2.1447 3.7172 -0.5303 0.0 0.0 0.0
H 1.2250 2.5880 -1.5394 0.0 0.2 -0.1
H 0.4217 3.4947 -0.2312 -0.1 0.0 -0.1
H 1.5249 2.1534 1.4327 0.1 -0.1 0.1
H 2.7114 1.5627 0.2601 0.0 0.0 0.0
H 0.1939 -1.3532 2.5021 0.1 0.1 0.0
H -0.9445 -0.8845 1.2500 0.0 0.1 0.0
H -0.8317 -3.3941 1.9238 0.0 -0.2 -0.2
H 0.7120 -3.4602 1.0932 0.1 0.0 0.1
H -2.3240 -3.8676 -0.0632 -0.1 0.3 0.3
H -0.8389 -1.3667 -1.8054 0.0 0.1 0.0
H -1.9490 -1.0071 -0.4742 0.0 0.1 0.0
H -2.6905 -2.8848 -2.7539 0.0 0.0 0.0
H -3.7419 -2.2268 -1.5126 -0.1 0.0 0.0
H -3.9620 -1.0978 -3.7486 -0.1 -0.1 0.1
H -2.2857 -0.6139 -3.6564 0.0 -0.1 -0.1
H -4.2647 1.0380 -2.9156 0.0 0.0 0.0
H -2.6733 1.1110 -2.1825 0.1 0.0 0.1
H -5.4776 1.7297 -1.0618 0.0 -0.1 -0.1
H -5.2363 0.8442 0.4490 0.0 0.0 0.1
H -4.0075 2.0022 -0.1150 0.0 0.0 0.0
H 3.0049 -2.1363 -1.9333 0.0 -0.1 0.1
H 3.3273 -0.6238 -1.0938 0.1 0.0 0.0
H 2.5183 -0.7664 -3.7276 0.0 0.0 -0.1
H 2.1295 0.6262 -2.7301 -0.1 0.0 0.1
H 0.9420 -0.6620 -2.9219 0.0 -0.1 -0.1
C 5.3146 2.4019 2.2861 -0.1 -0.2 -0.1
O 4.6623 1.7807 1.1882 0.0 0.0 0.1
H 5.9464 3.1999 1.9028 0.0 0.0 -0.1
H 4.5928 2.8299 2.9881 0.1 0.0 0.0
H 5.9419 1.6745 2.8059 0.1 0.1 0.1
H 4.1160 1.0621 1.5382 0.0 -0.1 -0.1
C 5.9197 -0.7659 4.6101 -0.2 -0.1 -0.1
O 5.1643 -1.9497 4.3997 0.0 0.0 0.0
H 6.6943 -1.0015 5.3358 0.0 0.0 0.0
H 6.3958 -0.4334 3.6833 0.1 0.0 0.0
H 5.2969 0.0415 5.0068 0.1 0.0 0.0
H 4.4800 -1.7616 3.7499 0.0 0.0 0.0
C -2.0171 5.1553 -2.2326 0.0 -0.1 0.1
O -2.6350 4.0682 -1.5489 0.0 0.1 0.0
H -2.7726 5.9233 -2.3779 0.0 0.0 0.0
H -1.1963 5.5777 -1.6480 0.0 0.0 0.0
H -1.6421 4.8452 -3.2110 0.0 0.1 0.0
H -1.9696 3.3869 -1.4186 0.0 0.0 0.0
C -1.5682 -5.7646 -3.3700 0.1 0.2 0.0
O -0.9209 -4.6611 -3.9911 0.0 0.0 0.1
H -1.9273 -6.4180 -4.1618 0.0 0.0 0.0
H -0.8718 -6.3141 -2.7325 -0.1 -0.1 0.0
H -2.4170 -5.4317 -2.7655 0.0 -0.1 0.0
H -0.5951 -4.1010 -3.2760 0.1 0.0 0.0
C -4.6532 -0.8104 3.1668 0.1 -0.1 -0.2
O -4.6841 -1.8320 2.1747 0.1 0.0 0.1
H -4.9230 -1.2727 4.1135 0.0 0.0 0.0
H -3.6486 -0.3873 3.2536 0.0 0.1 0.1
H -5.3680 -0.0107 2.9577 0.0 0.0 0.0
H -4.4446 -1.4470 1.3252 0.0 0.0 -0.1
C 4.0269 5.7490 -1.4605 0.0 0.0 -0.1
O 2.9887 5.6269 -2.4265 0.1 0.0 0.1
H 3.5937 5.5115 -0.4916 0.0 0.0 0.0
H 4.8455 5.0512 -1.6544 0.0 0.0 0.0
H 4.4243 6.7664 -1.4212 0.0 0.0 0.0
H 3.3626 5.8348 -3.2864 0.0 0.0 -0.1
C -1.6389 -2.6721 4.1839 -0.3 0.1 -0.1
O -2.3887 -3.8425 3.9017 0.0 0.0 0.0
H -0.7293 -2.9710 4.6997 0.0 -0.1 0.0
H -1.3594 -2.1571 3.2579 -0.2 0.0 0.5
H -2.1984 -1.9840 4.8239 0.1 0.0 0.0
H -3.1848 -3.5760 3.4275 0.0 0.0 -0.1



78
Properties=species:S:1:pos:R:3:forces:R:3 method="wB97M-V/def2-TZVPD" multiplicity=1 homo_energy_ev=-9.1 e_tot_ha=-5852.15267 e_lumo_ev=-0.44
C 4.5306 2.7140 3.9034 0.2 0.1 -0.4
C 3.1672 2.3813 3.3284 -0.1 0.1 0.4
Br 3.3676 1.0224 1.9264 0.0 0.1 -0.1
C 2.1426 1.9004 4.3556 -0.5 -0.3 -0.3
C 0.7309 1.9717 3.8128 0.1 -0.3 0.0
C 0.1325 0.7865 3.2572 0.4 0.1 0.2
C -1.1010 0.7906 2.7056 0.0 -0.1 -0.1
C -1.8023 2.0190 2.6824 -0.3 0.2 -0.1
N -3.0127 2.2270 2.1446 0.0 0.0 0.0
S -3.3520 3.7714 2.3782 0.0 0.1 0.0
N -2.0347 4.2716 3.1463 0.0 -0.1 0.0
C -1.2374 3.2020 3.2565 -0.1 -0.1 -0.1
C 0.0568 3.1484 3.8296 0.1 0.2 0.1
H 5.1113 1.8199 4.1192 -0.1 0.0 0.2
H 4.4327 3.3378 4.7928 -0.1 -0.1 0.1
H 5.0945 3.2909 3.1682 0.0 -0.1 0.0
H 2.7505 3.2518 2.8250 0.1 0.0 -0.1
H 2.1995 2.5240 5.2492 0.2 0.0 0.0
H 2.3281 0.8621 4.6291 0.3 0.1 0.2
H 0.7183 -0.1239 3.2866 0.0 0.0 0.0
H -1.5405 -0.1007 2.2795 0.0 0.0 0.0
H 0.5056 4.0326 4.2654 -0.1 0.1 0.0
C 7.5138 -3.9765 6.1515 -0.1 0.1 -0.2
C 6.5058 -3.4536 7.1504 0.2 -0.2 0.2
O 5.7260 -2.3666 6.6053 0.0 0.1 0.0
C 4.7651 -2.7060 5.7623 0.1 0.0 0.1
O 4.4557 -3.8053 5.4146 0.0 0.0 0.0
C 4.0296 -1.4372 5.2868 0.0 0.1 -0.1
F 4.8903 -0.4968 4.8805 0.0 0.0 0.1
F 3.3028 -0.9258 6.2929 0.0 0.0 0.0
F 3.2124 -1.7137 4.2797 0.0 -0.1 0.0
H 8.1595 -3.1692 5.8051 0.0 0.0 0.1
H 8.1303 -4.7445 6.6171 0.0 0.0 0.0
H 7.0215 -4.4108 5.2830 0.0 -0.1 0.0
H 7.0062 -3.0262 8.0159 -0.1 0.1 0.0
H 5.8338 -4.2369 7.4992 -0.1 0.0 -0.1
C -0.3633 1.4609 -0.8450 0.2 0.0 0.2
C -0.4145 0.7110 -2.1555 -0.3 0.1 0.1
O 0.8889 0.1998 -2.5187 0.0 -0.1 0.0
C 1.2944 -0.8710 -1.8605 -0.1 0.1 0.0
O 0.6991 -1.4796 -1.0211 0.0 -0.1 0.0
C 2.6938 -1.2856 -2.3616 0.0 0.0 0.0
F 3.5263 -0.2410 -2.3905 0.0 0.0 0.0
F 2.6042 -1.7837 -3.6024 0.0 0.0 0.0
F 3.2140 -2.2174 -1.5721 0.0 0.0 0.0
H 0.3735 2.2639 -0.8937 -0.1 0.1 0.0
H -1.3396 1.8901 -0.6183 0.0 0.0 0.0
H -0.0795 0.8036 -0.0242 -0.1 0.0 0.0
H -0.6932 1.3701 -2.9672 0.2 0.0 -0.1
H -1.1299 -0.1111 -2.1261 0.1 -0.1 0.0
C -3.7470 1.8310 -8.2859 0.0 0.3 0.1
C -3.5451 0.9982 -7.0393 -0.2 -0.2 -0.4
O -2.9620 1.7644 -5.9619 0.1 0.0 0.0
C -3.7701 2.5930 -5.3257 0.0 -0.1 0.0
O -4.9272 2.7974 -5.5382 0.0 0.0 0.0
C -2.9985 3.2548 -4.1667 0.0 0.1 0.0
F -1.8218 3.7404 -4.5726 0.0 0.0 0.0
F -2.7606 2.3318 -3.2172 -0.1 0.1 0.1
F -3.6988 4.2406 -3.6264 0.0 0.0 0.0
H -2.8040 2.2807 -8.5986 0.0 -0.1 0.0
H -4.1218 1.2012 -9.0917 0.0 0.0 0.0
H -4.4618 2.6348 -8.1166 -0.1 -0.1 0.0
H -2.8373 0.1987 -7.2263 0.1 0.0 0.1
H -4.4774 0.5517 -6.6944 0.0 0.1 0.1
C -5.6231 -3.5756 -1.7106 0.0 -0.1 -0.2
C -4.8580 -2.3312 -2.1010 -0.1 0.1 0.4
O -4.0571 -2.5442 -3.2855 0.1 0.0 -0.1
C -4.7041 -2.5454 -4.4372 0.0 0.1 0.1
O -5.8720 -2.3733 -4.6203 0.0 0.0 0.0
C -3.6984 -2.7587 -5.5871 0.0 -0.1 0.0
F -2.8936 -3.7951 -5.3492 0.0 0.0 0.0
F -2.9396 -1.6589 -5.7222 0.1 0.0 0.0
F -4.3316 -2.9695 -6.7348 0.0 0.0 0.0
H -4.9398 -4.4141 -1.5735 0.0 0.0 0.1
H -6.1577 -3.4016 -0.7776 0.0 0.0 0.0
H -6.3472 -3.8514 -2.4755 0.0 0.1 0.0
H -4.1408 -2.0611 -1.3296 0.1 0.0 -0.1
H -5.5186 -1.4801 -2.2636 0.0 0.0 -0.1



9
Properties=species:S:1:pos:R:3:forces:R:3 method="wB97M-V/def2-TZVPD" multiplicity=1 homo_energy_ev=-9.8 e_tot_ha=-759.89684 de_lowest_kcal_mol=71.91 smiles="CN(Cl)[N+](=O)[O-]" e_lumo_ev=0.38
C -0.1508 -0.1667 -0.0104 0.6 1.3 2.4
N -1.5453 -0.2339 -0.4320 -0.9 -0.5 0.1
Cl -2.1924 -1.7646 -0.0657 -0.2 -0.1 0.1
N -2.5933 0.9287 0.0334 3.8 -2.7 -1.1
O -2.0231 1.9509 -0.0689 -0.3 2.0 0.4
O -3.6867 0.5746 0.2154 -1.4 0.1 0.4
H 0.1093 -0.5140 1.1188 -1.0 1.4 -2.2
H 0.4779 -0.8436 -0.5359 -0.1 -0.8 -1.1
H 0.2141 0.8386 -0.3466 -0.3 -0.7 1.0



- Look up the multiplicity of the third one.
  1



- Look up the multiplicity of the first one.
  1